ORCA calculation (wB97M-V/def2-TZVPD) on a cluster of 10 separate species, C29H75N3O10 in total.

Summary:
**Total charge**: 0
**Orbital gap**: 8.39 eV

```
117
Properties=species:S:1:pos:R:3:forces:R:3
C 1.08449 -0.52176 -2.68774 0.97 0.33 -1.33
O 1.04435 -1.91402 -2.97385 -0.42 0.10 0.56
H 2.11870 -0.19472 -2.85101 -0.06 0.28 0.46
H 0.54838 -0.01703 -3.49443 -0.31 -0.03 0.21
H 0.71353 -0.16998 -1.72412 -0.12 -0.47 0.13
H 1.55230 -2.37333 -2.28971 -0.21 -0.08 -0.12
C -1.30829 -4.43435 -3.81434 -0.32 0.98 0.20
O -1.38261 -5.05760 -5.07132 -0.21 -0.59 -0.18
H -2.17053 -3.77306 -3.63162 0.01 -0.01 -0.22
H -1.35854 -5.15709 -2.99967 0.36 -0.28 -0.22
H -0.42700 -3.79573 -3.74530 0.11 -0.20 0.29
H -0.91406 -4.53869 -5.72941 0.09 0.18 0.15
O 4.23810 -4.22774 -3.00220 -0.08 0.01 0.00
H 4.66046 -4.82317 -2.37675 0.04 0.03 -0.01
H 3.61192 -3.71095 -2.47918 0.15 -0.03 -0.04
O 2.28084 1.54815 -5.42939 -0.10 -0.05 0.14
H 2.72118 0.73626 -5.70037 0.02 0.02 -0.02
H 1.36672 1.43884 -5.72133 0.08 0.02 -0.21
O -0.42179 0.72482 -6.56972 -0.01 -0.04 0.25
H -0.93914 0.54023 -5.77759 -0.04 -0.03 -0.04
H -1.01930 0.53795 -7.30062 0.08 0.00 -0.07
O 1.00673 -2.20495 -5.80209 0.00 0.03 0.10
H 1.16093 -2.20919 -4.84119 -0.05 -0.02 -0.05
H 0.93512 -1.27190 -6.02915 -0.11 -0.01 -0.12
O 2.24662 -3.35856 -0.93959 0.09 -0.14 0.43
H 2.57375 -2.92437 -0.14377 0.17 0.07 -0.12
H 2.28667 -4.30492 -0.75369 -0.13 0.00 -0.09
C 1.18392 0.47252 1.69732 -0.26 0.01 0.40
C 2.37545 1.42572 1.49717 -0.09 -0.57 -0.28
C 2.25883 2.65592 2.38976 -0.17 0.56 0.13
C 2.62802 2.40030 3.83865 -0.24 0.37 0.01
C 4.04298 1.87223 3.86868 0.62 -0.63 0.87
C 4.22502 0.53402 3.12064 -1.01 0.85 0.06
N 3.65702 0.76134 1.77819 1.17 0.36 -0.45
O 3.85578 -0.37098 0.96044 -0.36 -0.09 0.07
C 5.71145 0.23850 3.01877 -0.36 -0.67 0.12
C 3.46635 -0.55323 3.88763 0.07 -0.42 0.34
C 2.38137 1.92446 0.05696 -0.43 0.38 -1.03
H 1.29873 -0.48702 1.18509 0.10 0.06 -0.08
H 0.24666 0.89716 1.33022 0.09 0.13 -0.04
H 1.03835 0.25491 2.75658 -0.06 -0.05 -0.03
H 2.92651 3.43848 2.01594 0.16 -0.18 -0.07
H 1.26241 3.09601 2.27776 -0.10 -0.27 0.08
H 1.90762 1.73598 4.32256 0.14 -0.21 -0.08
H 2.54903 3.32080 4.42353 0.12 0.08 -0.15
H 4.38355 1.70337 4.89917 -0.19 -0.07 -0.01
H 4.77507 2.58744 3.48644 -0.30 0.17 -0.33
H 6.08730 0.02542 4.02135 0.09 0.19 0.02
H 5.85010 -0.67607 2.44091 0.22 0.19 -0.17
H 6.24610 1.07844 2.58470 0.07 -0.07 -0.14
H 3.30662 -1.48629 3.33756 0.07 0.13 -0.21
H 3.98924 -0.86293 4.79679 0.11 0.18 -0.04
H 2.49349 -0.18233 4.19583 -0.08 -0.13 0.02
H 2.97498 2.83088 -0.07035 0.17 -0.09 0.17
H 1.36577 2.19313 -0.25932 -0.03 0.08 0.35
H 2.69004 1.24156 -0.73652 0.29 -0.40 0.50
H 3.25197 -1.04988 1.30751 0.07 0.00 0.00
C -1.03618 5.34235 0.40478 -0.70 0.47 -0.07
C -1.66822 4.78052 -0.87421 0.77 0.47 -0.32
C -0.52093 4.22867 -1.74706 -0.15 -0.17 -0.29
C -0.99231 3.22615 -2.79156 0.42 -0.12 -0.02
C -1.81376 2.12046 -2.14909 0.18 0.66 -0.45
C -3.02713 2.68063 -1.40684 -0.36 -0.38 -0.27
N -2.57768 3.70268 -0.46928 0.65 -0.45 0.34
O -3.64609 4.19170 0.30710 -0.02 0.06 -0.23
C -4.10169 3.15378 -2.40440 0.24 0.22 -0.19
C -3.62322 1.50389 -0.63376 -1.00 -0.05 -0.32
C -2.34077 5.91134 -1.65961 -0.43 0.50 0.05
H -0.39416 4.59997 0.87160 -0.09 -0.04 0.17
H -1.85351 5.64704 1.06189 0.21 -0.20 0.27
H -0.46756 6.25316 0.20905 0.18 -0.15 -0.20
H -0.03610 5.04768 -2.28436 -0.05 0.21 0.28
H 0.24845 3.80186 -1.10131 -0.11 -0.23 -0.04
H -0.13480 2.80564 -3.32941 0.06 -0.01 0.19
H -1.56154 3.72672 -3.58121 -0.18 0.04 0.16
H -1.21151 1.54863 -1.43926 0.09 -0.05 -0.07
H -2.14738 1.46881 -2.96023 -0.18 -0.30 0.30
H -3.78043 3.95194 -3.07476 0.19 0.02 0.13
H -4.36403 2.31744 -3.05414 -0.30 -0.02 0.16
H -4.97959 3.52297 -1.87269 -0.15 -0.22 -0.08
H -4.61812 1.72699 -0.23741 0.25 0.29 0.34
H -3.85522 0.71945 -1.36275 0.42 -0.18 0.09
H -2.98028 1.13024 0.15833 0.11 0.03 -0.02
H -3.28957 6.22628 -1.21010 -0.04 -0.15 -0.13
H -2.50184 5.65943 -2.70675 -0.14 -0.09 0.03
H -1.74971 6.83003 -1.65663 0.26 -0.20 0.07
H -4.17676 4.74794 -0.28606 -0.08 -0.02 0.11
C -2.99805 -3.90989 0.89244 0.13 -0.47 -0.36
C -2.09936 -2.69485 1.14006 -1.01 -0.20 -0.12
C -2.89770 -1.57724 1.83515 0.78 -0.08 0.81
C -3.18502 -1.86769 3.30773 0.81 0.10 -0.22
C -1.86136 -2.13041 4.02751 -0.60 0.15 0.07
C -1.04169 -3.26258 3.41512 0.19 0.20 0.22
N -0.92921 -2.99934 1.97139 0.30 0.87 0.24
O -0.13591 -4.01756 1.38079 -0.20 -0.26 -0.20
C 0.37995 -3.16128 3.98388 0.20 -0.22 -0.57
C -1.63004 -4.64677 3.77141 0.20 0.31 -0.25
C -1.60824 -2.09437 -0.17563 0.16 -0.48 -0.33
H -2.49170 -4.65990 0.27740 0.08 0.10 0.04
H -3.91445 -3.64351 0.36216 0.03 0.16 0.04
H -3.27135 -4.41755 1.81381 -0.13 0.14 0.08
H -2.19521 -0.73647 1.76947 -0.45 0.37 0.20
H -3.83709 -1.32353 1.34797 0.18 -0.13 -0.51
H -3.84192 -2.73284 3.40855 -0.23 0.14 0.05
H -3.62691 -0.97804 3.75792 -0.36 -0.19 0.05
H -2.07297 -2.36123 5.07589 0.20 -0.09 0.01
H -1.29408 -1.19453 4.01452 0.18 -0.10 -0.05
H 0.92988 -4.04262 3.64698 0.15 -0.01 0.35
H 0.90161 -2.29156 3.57556 -0.18 0.10 0.01
H 0.39042 -3.07827 5.06995 -0.10 -0.21 0.03
H -1.13606 -5.04199 4.65845 -0.18 0.04 0.13
H -2.70178 -4.56395 3.94101 -0.04 -0.24 0.07
H -1.43490 -5.34517 2.95853 -0.07 -0.05 0.03
H -1.18967 -2.86007 -0.83352 0.12 0.05 0.05
H -0.84265 -1.34321 0.02854 -0.01 0.04 -0.02
H -2.42333 -1.62450 -0.72868 -0.08 0.02 0.12
H 0.62114 -3.53645 1.03494 -0.07 0.03 -0.09
```
Forces are in eV/Å.

Löwdin atomic charge list, values in e, 5 entries: number 1, C, carries -0.12; number 2, O, carries -0.15; number 3, H, carries 0.09; number 4, H, carries 0.06; number 5, H, carries 0.06